*A*
{"formula": "C22H36N2O4", "method": "wB97M-V/def2-TZVPD", "homo_lumo_gap_ev": 8.813, "total_charge": 0, "e_lumo_ha": 0.0257, "e_homo_ev": -8.11, "smiles": "CCCCC(=O)NC(NC(=O)CCCC)c1ccc(OCC(C)C)c(OC)c1", "symbols": ["C", "C", "C", "C", "C", "O", "N", "C", "N", "C", "O", "C", "C", "C", "C", "C", "C", "C", "C", "O", "C", "C", "C", "C", "C", "O", "C", "C", "H", "H", "H", "H", "H", "H", "H", "H", "H", "H", "H", "H", "H", "H", "H", "H", "H", "H", "H", "H", "H", "H", "H", "H", "H", "H", "H", "H", "H", "H", "H", "H", "H", "H", "H", "H"], "coordinates": [[6.058, 0.743, -0.721], [5.118, 1.785, -0.129], [4.125, 2.292, -1.174], [3.110, 3.271, -0.574], [2.329, 2.625, 0.555], [2.383, 2.991, 1.710], [1.523, 1.609, 0.146], [0.967, 0.671, 1.088], [1.916, -0.411, 1.337], [2.567, -1.057, 0.340], [2.414, -0.778, -0.833], [3.528, -2.133, 0.815], [3.504, -3.337, -0.126], [2.174, -4.085, -0.056], [2.168, -5.305, -0.968], [-0.367, 0.155, 0.591], [-0.741, -1.171, 0.710], [-1.980, -1.573, 0.251], [-2.876, -0.687, -0.338], [-4.033, -1.260, -0.772], [-5.227, -0.511, -0.894], [-5.725, 0.044, 0.447], [-6.957, 0.914, 0.220], [-6.027, -1.096, 1.415], [-2.490, 0.662, -0.473], [-3.361, 1.532, -1.078], [-3.020, 2.895, -1.147], [-1.249, 1.055, 0.006], [5.488, -0.098, -1.112], [6.638, 1.170, -1.536], [6.749, 0.374, 0.034], [5.694, 2.624, 0.266], [4.567, 1.345, 0.705], [4.669, 2.794, -1.978], [3.608, 1.435, -1.610], [2.414, 3.602, -1.347], [3.626, 4.143, -0.168], [1.652, 1.219, -0.779], [0.839, 1.215, 2.034], [2.117, -0.644, 2.294], [3.285, -2.440, 1.834], [4.528, -1.692, 0.819], [3.661, -2.983, -1.146], [4.320, -4.015, 0.132], [1.369, -3.410, -0.352], [1.989, -4.402, 0.974], [1.214, -5.824, -0.907], [2.956, -6.000, -0.683], [2.331, -5.006, -2.000], [-0.079, -1.893, 1.161], [-2.287, -2.604, 0.335], [-5.949, -1.235, -1.285], [-5.110, 0.300, -1.619], [-4.928, 0.664, 0.873], [-7.313, 1.317, 1.165], [-6.724, 1.743, -0.443], [-7.757, 0.328, -0.227], [-5.154, -1.735, 1.528], [-6.300, -0.706, 2.392], [-6.851, -1.701, 1.040], [-2.127, 3.057, -1.758], [-3.871, 3.382, -1.621], [-2.865, 3.324, -0.152], [-0.935, 2.082, -0.081]]}

*B*
{"formula": "C22H36N2O4", "method": "wB97M-V/def2-TZVPD", "homo_lumo_gap_ev": 8.614, "total_charge": 0, "e_lumo_ha": 0.0249, "e_homo_ev": -7.94, "smiles": "O[C@H](COc1ccc(OC[C@@H](O)CN2CCCCC2)cc1)CN1CCCCC1", "symbols": ["O", "C", "C", "O", "C", "C", "C", "C", "O", "C", "C", "O", "C", "N", "C", "C", "C", "C", "C", "C", "C", "C", "N", "C", "C", "C", "C", "C", "H", "H", "H", "H", "H", "H", "H", "H", "H", "H", "H", "H", "H", "H", "H", "H", "H", "H", "H", "H", "H", "H", "H", "H", "H", "H", "H", "H", "H", "H", "H", "H", "H", "H", "H", "H"], "coordinates": [[4.738, 3.165, 1.221], [4.548, 2.106, 0.320], [3.165, 2.183, -0.340], [2.217, 2.226, 0.709], [0.889, 2.248, 0.392], [0.005, 2.322, 1.471], [-1.354, 2.342, 1.262], [-1.877, 2.291, -0.032], [-3.236, 2.332, -0.130], [-3.851, 1.934, -1.333], [-5.225, 1.335, -0.981], [-6.170, 1.538, -2.007], [-5.121, -0.188, -0.782], [-3.920, -0.552, -0.063], [-3.410, -1.875, -0.361], [-4.216, -3.005, 0.290], [-4.253, -2.796, 1.802], [-4.803, -1.406, 2.115], [-3.984, -0.343, 1.372], [-0.998, 2.236, -1.104], [0.373, 2.210, -0.894], [4.704, 0.740, 1.015], [4.662, -0.339, 0.047], [4.084, -1.564, 0.570], [3.863, -2.559, -0.566], [5.185, -2.869, -1.258], [5.817, -1.562, -1.723], [5.962, -0.607, -0.542], [3.959, 3.191, 1.792], [5.315, 2.226, -0.451], [3.089, 3.089, -0.954], [3.026, 1.293, -0.964], [0.411, 2.358, 2.470], [-2.039, 2.398, 2.092], [-3.984, 2.805, -1.994], [-3.252, 1.180, -1.851], [-5.564, 1.819, -0.053], [-6.323, 2.483, -2.114], [-6.052, -0.536, -0.311], [-5.075, -0.624, -1.783], [-3.382, -2.004, -1.446], [-2.380, -1.911, 0.010], [-5.233, -3.002, -0.108], [-3.761, -3.967, 0.049], [-4.867, -3.563, 2.278], [-3.239, -2.880, 2.201], [-4.762, -1.212, 3.188], [-5.849, -1.349, 1.805], [-4.388, 0.652, 1.559], [-2.953, -0.361, 1.742], [-1.363, 2.223, -2.119], [1.026, 2.166, -1.752], [5.637, 0.745, 1.602], [3.868, 0.629, 1.710], [4.731, -2.024, 1.339], [3.124, -1.320, 1.033], [3.171, -2.120, -1.287], [3.414, -3.471, -0.169], [5.857, -3.369, -0.555], [5.024, -3.537, -2.105], [5.179, -1.097, -2.475], [6.797, -1.745, -2.167], [6.653, -1.045, 0.202], [6.391, 0.338, -0.882]]}

Relative energies, unit hartree: *A* 0.0000; *B* 0.0710

*A*
{"formula": "H6IO3", "method": "wB97M-V/def2-TZVPD", "homo_lumo_gap_ev": 7.604, "total_charge": -1, "e_lumo_ha": 0.1302, "e_homo_ev": -4.06, "symbols": ["I", "O", "H", "H", "O", "H", "H", "O", "H", "H"], "coordinates": [[-1.248, 1.259, 0.432], [1.286, -0.616, -1.355], [0.781, 0.130, -1.046], [1.870, -0.199, -1.988], [0.907, 0.350, 3.329], [0.993, 0.513, 4.276], [0.030, 0.659, 3.058], [-1.309, -0.825, -2.522], [-2.240, -0.902, -2.435], [-1.070, -0.369, -1.748]]}

*B*
{"formula": "H6IO3", "method": "wB97M-V/def2-TZVPD", "homo_lumo_gap_ev": 7.303, "total_charge": -1, "e_lumo_ha": 0.1360, "e_homo_ev": -3.60, "symbols": ["I", "O", "H", "H", "O", "H", "H", "O", "H", "H"], "coordinates": [[0.121, -0.440, 1.293], [-0.437, 0.410, -1.182], [0.381, 0.806, -1.483], [-0.222, 0.032, -0.329], [1.890, -1.606, -0.050], [1.830, -1.243, -0.934], [1.157, -1.211, 0.421], [-1.648, 1.458, 0.839], [-2.265, 0.792, 0.536], [-0.808, 1.001, 0.889]]}

Relative energies, unit hartree: *A* 0.0000; *B* 0.2115

*A*
{"formula": "C22H21CeCl5N4Si", "method": "wB97M-V/def2-TZVPD", "homo_lumo_gap_ev": [6.241, 6.242], "total_charge": 2, "e_lumo_ha": [-0.2945, -0.2945], "e_homo_ev": [-14.25, -14.25], "symbols": ["Ce", "Cl", "C", "C", "C", "Cl", "C", "Cl", "C", "Cl", "C", "Cl", "C", "C", "C", "C", "C", "C", "N", "N", "Si", "C", "C", "C", "H", "H", "H", "H", "H", "H", "H", "H", "H", "H", "H", "H", "H", "H", "H", "N", "C", "N", "C", "C", "C", "C", "C", "C", "H", "H", "H", "H", "H", "H"], "coordinates": [[-0.093, -0.264, 0.282], [2.852, -2.031, 0.367], [2.955, -0.835, 1.634], [1.789, -0.165, 1.830], [1.791, 0.798, 2.863], [0.265, 1.672, 3.136], [2.917, 1.043, 3.651], [3.014, 2.228, 4.884], [4.045, 0.154, 3.483], [5.402, 0.349, 4.599], [4.087, -0.708, 2.429], [5.558, -1.602, 2.238], [-4.269, -0.093, 1.604], [-3.458, 1.136, 1.144], [-3.983, 2.471, 1.262], [-3.346, 3.490, 0.502], [-2.163, 3.185, -0.262], [-1.635, 1.952, -0.107], [-2.320, 0.898, 0.470], [-0.323, 1.562, -0.548], [0.940, 2.374, -1.626], [0.291, 3.122, -3.211], [1.980, 0.814, -1.909], [1.910, 3.686, -0.715], [-4.272, -0.861, 0.844], [-5.243, 0.304, 1.951], [-3.802, -0.437, 2.567], [-4.901, 2.603, 1.844], [-3.670, 4.523, 0.483], [-1.559, 3.917, -0.745], [-0.383, 2.688, -3.903], [1.273, 3.294, -3.684], [-0.029, 4.226, -3.120], [1.483, 0.173, -2.630], [2.220, 0.256, -0.954], [2.957, 1.208, -2.242], [1.267, 4.592, -0.576], [2.830, 3.927, -1.289], [2.238, 3.255, 0.162], [0.888, -3.731, -2.497], [1.025, -2.398, -2.374], [0.123, -1.898, -1.588], [-0.691, -2.943, -1.094], [-1.622, -3.045, -0.064], [-2.076, -4.297, 0.332], [-1.535, -5.465, -0.237], [-0.600, -5.390, -1.276], [-0.202, -4.108, -1.706], [1.440, -4.402, -3.065], [1.645, -1.827, -2.983], [-2.104, -2.235, 0.489], [-2.895, -4.415, 1.048], [-1.904, -6.483, 0.026], [-0.110, -6.266, -1.721]]}

*B*
{"formula": "C22H21CeCl5N4Si", "method": "wB97M-V/def2-TZVPD", "homo_lumo_gap_ev": 6.265, "total_charge": 2, "e_lumo_ha": -0.2923, "e_homo_ev": -14.22, "symbols": ["Ce", "Cl", "C", "C", "C", "Cl", "C", "Cl", "C", "Cl", "C", "Cl", "C", "C", "C", "C", "C", "C", "N", "N", "Si", "C", "C", "C", "H", "H", "H", "H", "H", "H", "H", "H", "H", "H", "H", "H", "H", "H", "H", "N", "C", "N", "C", "C", "C", "C", "C", "C", "H", "H", "H", "H", "H", "H"], "coordinates": [[0.406, 0.225, 0.016], [3.641, 1.639, -0.182], [2.478, 2.759, -0.751], [1.157, 2.353, -0.782], [0.201, 3.334, -1.020], [-1.441, 2.631, -0.999], [0.392, 4.679, -1.285], [-0.765, 5.798, -1.715], [1.776, 5.071, -1.170], [2.185, 6.688, -1.627], [2.800, 4.100, -0.937], [4.427, 4.648, -0.815], [-1.964, -1.861, -2.684], [-2.523, -1.517, -1.279], [-3.833, -1.904, -0.831], [-4.251, -1.624, 0.441], [-3.375, -0.927, 1.246], [-2.154, -0.528, 0.803], [-1.712, -0.868, -0.423], [-1.170, 0.307, 1.446], [-0.854, 1.113, 3.012], [-0.972, -0.048, 4.456], [-1.999, 2.529, 3.162], [0.980, 1.584, 3.078], [-1.192, -2.567, -2.644], [-1.473, -0.937, -3.024], [-2.724, -2.190, -3.417], [-4.424, -2.219, -1.737], [-5.234, -1.887, 0.782], [-3.641, -0.579, 2.217], [-0.125, 0.051, 5.137], [-1.167, -1.059, 4.009], [-1.932, 0.134, 4.934], [-3.050, 2.192, 2.935], [-1.857, 3.372, 2.537], [-2.063, 2.991, 4.176], [1.608, 0.959, 3.723], [0.808, 2.422, 3.738], [1.635, 2.089, 2.370], [1.194, -3.944, -0.361], [1.095, -2.996, 0.542], [1.582, -1.823, 0.093], [2.038, -2.085, -1.208], [2.611, -1.274, -2.196], [2.926, -1.832, -3.427], [2.774, -3.207, -3.643], [2.202, -4.079, -2.695], [1.854, -3.440, -1.484], [0.839, -4.877, -0.162], [0.551, -3.106, 1.517], [3.045, -0.289, -2.102], [3.374, -1.300, -4.237], [3.122, -3.556, -4.609], [2.194, -5.140, -2.925]]}

Relative energies, unit hartree: *A* 0.0020; *B* 0.0000